Record 1
Molecular formula: C16H13Cl3MoNO9S
Method: DFT, wB97M-V/def2-TZVPD

Atoms and positions in Å:
Mo  1.27847  1.52054  -0.32478
C  -0.75872  -5.40777  2.81786
C  -0.49038  -4.40149  1.73122
C  0.05434  -4.80429  0.51280
C  0.28966  -3.89358  -0.50198
C  -0.04045  -2.56044  -0.28037
C  -0.60324  -2.12628  0.92247
C  -0.82128  -3.05397  1.91701
S  0.30199  -1.40880  -1.51420
O  -0.79926  -0.54200  -1.75866
O  1.01255  -2.00836  -2.59363
N  1.49019  -0.34832  -0.69606
C  2.88425  -0.84749  -0.85966
C  3.80201  0.35238  -1.05782
O  4.94135  0.33415  -1.32026
O  3.06412  1.51505  -0.81609
H  -0.04505  -6.22978  2.78285
H  -1.75658  -5.83529  2.68354
H  -0.72875  -4.94772  3.80410
H  0.29093  -5.84996  0.35351
H  0.70536  -4.20085  -1.45346
H  -0.88191  -1.08883  1.05719
H  -1.26936  -2.74020  2.85304
H  2.95900  -1.48522  -1.73082
H  3.22525  -1.39806  0.01430
O  -4.06140  2.41941  -3.30396
C  -3.04373  2.35907  -2.70351
C  -2.84444  1.74055  -1.28461
O  -3.67080  1.24032  -0.58564
C  -1.40251  1.90800  -1.06862
C  -0.71560  2.46035  -2.10600
O  0.58857  2.45521  -2.00909
C  -1.65127  2.86071  -3.21324
O  -1.41042  3.41233  -4.23649
O  -0.53404  1.48778  -0.15160
Cl  1.96192  3.70430  0.67225
C  1.64297  2.23298  1.64155
H  0.83186  2.43794  2.32596
H  2.55670  1.96214  2.15002
Cl  0.15040  6.57078  1.86089
C  -1.39781  5.80916  1.53872
Cl  -1.25269  4.46163  0.36993
H  -2.06545  6.53739  1.10468
H  -1.78679  5.39655  2.45666

Results
total energy: -3196.04670 Eh
ΔE to the lowest compared entry with this formula, charge and spin: 2.5 kcal/mol
gap between HOMO and LUMO: 6.097 eV
molar mass: 597.64 g/mol
total charge: +1
HOMO: -12.432 eV


Record 2
Molecular formula: C16H13F3N2O7RhTe4
Method: DFT, wB97M-V/def2-TZVPD

Atoms and positions in Å:
Rh  -1.38150  0.50081  0.96177
Te  -0.60426  -1.62358  2.32210
Te  1.78789  -1.19187  3.28617
Te  0.82775  1.60884  4.23570
Te  -1.56731  1.12811  3.42543
F  -3.81284  3.31798  -1.89806
C  -3.44370  3.98782  -0.80088
F  -4.52690  4.61803  -0.33145
F  -2.56566  4.93983  -1.19263
C  -2.77861  3.09410  0.28364
O  -2.75784  3.53253  1.42116
O  -2.27621  2.03334  -0.19646
O  4.46169  -2.87069  -0.80547
C  4.89636  -1.86313  0.08700
N  3.90372  -0.85555  0.33118
C  3.88687  0.33571  -0.32595
O  4.74465  0.70177  -1.10763
C  2.71672  1.20268  0.02666
C  2.85247  2.58190  0.06016
C  1.76439  3.34985  0.43304
C  0.57112  2.72420  0.74746
N  0.43104  1.39482  0.66955
C  1.48244  0.65135  0.32056
H  3.69012  -3.30237  -0.42293
H  5.75625  -1.39443  -0.38371
H  5.18465  -2.29633  1.04821
H  3.27128  -0.97494  1.11732
H  3.80696  3.02343  -0.19523
H  1.82702  4.42657  0.49743
H  -0.30029  3.27731  1.07036
H  1.30350  -0.41394  0.25767
O  -3.56671  -4.12609  -0.28857
C  -2.66474  -3.30140  -0.83548
C  -1.71779  -3.83549  -1.71241
C  -0.79401  -3.01523  -2.32882
C  -0.79701  -1.64262  -2.09863
C  -1.71874  -1.12159  -1.20998
C  -2.63608  -1.92960  -0.53626
C  -3.56227  -1.39799  0.52894
O  -4.59022  -2.03514  0.78758
O  -3.23363  -0.32529  1.15505
H  -4.18824  -3.53658  0.21903
H  -1.73683  -4.90143  -1.89806
H  -0.07218  -3.44545  -3.01234
H  -0.10143  -0.99240  -2.61220
H  -1.77190  -0.03781  -1.10009

Results
total energy: -2736.19939 Eh
gap between HOMO and LUMO: 5.378 eV
molar mass: 1015.59 g/mol
total charge: -1
HOMO: -4.517 eV


Record 3
Molecular formula: C16H13N3O7Ru
Method: DFT, wB97M-V/def2-TZVPD

Atoms and positions in Å:
Ru  0.02988  -0.08417  0.43876
O  -3.66703  0.66671  2.18821
C  -2.73352  0.36386  1.46753
O  -1.56723  -0.02371  1.82933
C  -2.94517  0.37586  -0.03091
C  -4.21762  0.40859  -0.57503
C  -4.34830  0.35211  -1.95004
C  -3.19902  0.28575  -2.72667
C  -1.96676  0.28404  -2.10260
N  -1.84837  0.31762  -0.77406
H  -5.05895  0.48338  0.09829
H  -5.32636  0.36705  -2.41394
H  -3.25296  0.25149  -3.80572
H  -1.05394  0.29312  -2.67152
N  1.17656  -0.27876  -1.63310
C  1.08657  -1.61290  -2.19761
C  0.78119  -2.62816  -1.09213
O  1.05082  -3.79787  -1.28988
O  0.22377  -2.13110  -0.04626
H  0.98785  0.49200  -2.26565
H  2.07055  -0.12660  -1.17517
H  1.99429  -1.93788  -2.70639
H  0.25722  -1.67131  -2.90425
O  -0.18408  2.43202  -2.34645
C  0.10403  2.74349  -1.18606
O  0.32240  1.93846  -0.22292
C  0.27840  4.20424  -0.82957
C  0.76118  4.57224  0.42141
C  0.94441  5.91321  0.72636
C  0.63938  6.88913  -0.21353
C  0.15127  6.52197  -1.46110
C  -0.02698  5.18130  -1.76875
H  0.98956  3.79654  1.13961
H  1.32734  6.19701  1.69849
H  0.78039  7.93591  0.02712
H  -0.08785  7.28450  -2.19243
H  -0.40179  4.86824  -2.73425
O  3.27283  1.80636  2.40584
C  2.45085  1.05688  1.97941
N  1.67219  0.26347  1.57201

Results
total energy: -1403.53005 Eh
ΔE to the lowest compared entry with this formula, charge and spin: 39.9 kcal/mol
2S+1: 2
gap between HOMO and LUMO (alpha / beta): 8.364 / 7.785 eV
molar mass: 460.36 g/mol
total charge: -1
HOMO (alpha / beta): -5.875 / -5.698 eV


Record 4
Molecular formula: C16H13NO5S
Method: DFT, wB97M-V/def2-TZVPD

Atoms and positions in Å:
O  -1.09488  0.28833  -3.04614
C  -1.38196  -0.45739  -2.13802
C  -1.72172  -1.92060  -2.39677
S  -0.91580  -3.03417  -1.19189
C  0.67522  -2.24335  -1.07223
C  1.34825  -1.88975  -2.23379
C  2.59341  -1.29411  -2.16731
C  3.19973  -1.08035  -0.93943
C  2.54819  -1.45700  0.21796
C  1.27425  -2.02010  0.16918
C  0.65062  -2.34377  1.47840
O  1.26647  -2.74124  2.43141
O  -0.66738  -2.09353  1.53526
N  -1.45359  -0.12473  -0.82576
C  -1.11357  1.08056  -0.21071
C  -0.69399  2.20810  -0.91359
C  -0.36085  3.36322  -0.22620
C  -0.43536  3.42057  1.15336
C  -0.85712  2.29552  1.85780
C  -0.95648  2.27684  3.33348
O  -1.30543  1.31907  3.98008
O  -0.61650  3.43822  3.90988
C  -1.19705  1.13459  1.17515
H  -2.79212  -2.08776  -2.26862
H  -1.44412  -2.18576  -3.41652
H  0.89943  -2.08140  -3.19551
H  3.09561  -1.01172  -3.07991
H  4.17812  -0.62872  -0.88691
H  3.00336  -1.31131  1.18570
H  -0.99892  -2.30136  2.42432
H  -1.66389  -0.87698  -0.17646
H  -0.63003  2.17164  -1.98841
H  -0.03699  4.23033  -0.78159
H  -0.17312  4.31941  1.68750
H  -0.69852  3.36205  4.87332
H  -1.52328  0.27665  1.74298

Results
structure (SMILES): O=C(CSc1ccccc1C(=O)O)Nc1cccc(C(=O)O)c1
total energy: -1446.73315 Eh
ΔE to the lowest compared entry with this formula, charge and spin: 0.0 kcal/mol
gap between HOMO and LUMO: 9.099 eV
molar mass: 331.35 g/mol
HOMO: -8.781 eV